No. 1
Formula: C7H12N2O4PS
Source: the Open Molecules 2025 dataset
Level of theory: ωB97M-V/def2-TZVPD

The LUMO energy is 0.1209 Ha. The calculation puts the total energy at -38752.141 eV. As for the frontier orbital gap: 8.07 eV. The value obtained for the highest occupied orbital energy is -4.8 eV. As for the net charge: -1. Its structure (SMILES) is CCO[P@](=O)([O-])[C@H]1SC[C@@H]2NC(=O)N[C@@H]21.

Last column: Löwdin charge in e.
CARTESIAN COORDINATES (ANGSTROEM)
H -1.90753 -1.07931 2.12361  0.16
H 4.55155 1.57554 0.12602  0.02
O 0.74786 -1.02975 1.80050  -0.32
O 1.57045 -1.96257 -0.46187  -0.35
H -2.03961 2.33258 -0.10328  0.12
H 4.85043 1.40585 -1.59022  0.10
O -4.52109 1.38943 -0.44608  0.05
H -2.54974 -2.53970 0.04702  0.06
H 2.52791 1.58979 -1.25780  0.09
N -3.47280 -0.28299 0.68013  0.09
C 4.38237 0.90732 -0.64375  -0.12
C -0.22035 0.06128 -0.45935  -0.51
O 2.28258 0.39814 0.42592  -0.24
H 4.90871 -0.02935 -0.29109  0.09
H -0.55416 0.88378 1.38242  0.11
C 2.89048 0.67198 -0.82344  -0.36
H -0.93742 -2.40859 0.61615  0.06
C -2.14417 -0.77346 1.03676  -0.33
P 1.15037 -0.83755 0.37801  0.24
H 2.90571 -0.17873 -1.58521  0.13
H -0.20523 0.89903 -1.13385  0.06
C -1.28270 0.55143 0.70009  -0.23
H -4.21571 -0.91807 0.43601  0.13
N -2.26621 1.42942 0.15042  0.11
S -1.16406 -1.17998 -1.39471  0.86
C -3.52900 1.00673 0.10248  -0.59
C -1.75866 -1.88227 0.18509  -0.44

---

No. 2
Formula: C19H45F3N2O4SSbTi
Source: the Open Molecules 2025 dataset
Level of theory: ωB97M-V/def2-TZVPD

The LUMO energy (spin up / spin down) is -0.2056 / -0.2564 Ha. The calculation puts the total energy at -80231.231 eV. Its spin multiplicity is 2. As for the frontier orbital gap (spin up / spin down): 7.42 / 7.52 eV. The value obtained for the highest occupied orbital energy (spin up / spin down) is -13.0 / -14.5 eV. As for the net charge: +2.

Last column: Mulliken spin population.
CARTESIAN COORDINATES (ANGSTROEM)
H 0.08098 3.34889 -3.89871  0.00
H -3.22107 -0.65593 3.61578  0.00
H -3.95219 4.56885 -3.27207  0.00
H -3.28866 2.38282 1.16024  -0.01
H 1.02449 -2.69184 -1.53912  0.00
H -0.78627 -2.16199 2.50395  0.00
C -0.05978 -2.80074 -1.61147  0.00
C -0.57261 -1.22875 3.03212  0.00
H -2.93010 0.55652 -1.98820  -0.03
N 0.30821 -5.10872 -2.45752  0.00
H -1.70044 1.58193 -3.91649  0.01
H 1.32129 -5.01007 -2.35037  0.00
Ti -0.10820 0.62404 -0.24660  -0.02
H -3.55191 0.31017 2.17622  0.00
F 2.71142 -1.74599 -2.94270  0.00
H -4.16905 1.46003 -1.09069  0.00
C -1.53533 4.51952 1.50063  0.00
C -3.69181 3.37389 0.94024  0.06
H 0.08256 -6.10217 -2.36610  0.00
H 0.07400 -4.82456 -3.41216  0.00
C -1.19944 5.76462 -3.13756  0.02
H -2.15538 3.18232 -4.53317  0.00
H -2.45973 6.38618 -0.29496  0.00
H -0.76009 -1.40469 4.09104  0.00
H -3.97729 5.58495 -0.74018  0.00
H -0.41597 -2.18696 0.32451  0.00
N -0.65673 -1.91819 -0.62495  0.00
H -1.92094 6.31424 -2.53144  0.00
H -4.84723 3.81612 -1.93953  0.00
H -1.85803 1.97584 2.95635  0.00
C -2.92399 -0.48367 2.58109  0.00
H -4.51783 3.26678 0.23625  0.00
H -0.16736 6.24196 -0.67009  0.00
F 2.83140 -0.20805 -4.46520  0.00
Sb -1.68436 3.40118 -1.31016  0.50
H -1.33498 1.02669 4.34558  0.00
C -0.34744 4.80405 -2.30902  0.06
C -3.21630 5.67362 0.03490  0.03
C 2.05216 -0.75726 -3.55101  0.00
F 0.97556 -1.27361 -4.15090  0.00
H -3.26846 1.83316 -4.69312  0.00
H -1.49473 -4.45405 -1.59314  0.00
H 0.99073 4.89554 -0.58244  0.00
H -5.04231 3.22166 -3.58266  0.02
H 1.19566 6.17680 -1.77679  0.00
H -1.01503 3.59284 1.73404  -0.01
S 1.58405 0.61401 -2.31733  0.01
H -1.73106 5.26776 -3.94995  0.00
O 0.06041 0.66182 -2.44364  -0.07
H -0.79193 5.25992 1.21134  0.00
H -0.53005 6.50152 -3.59132  0.01
C -1.45416 -0.09898 2.51420  0.00
H 1.21037 4.69866 -3.77509  0.00
H -0.14806 -4.65161 -0.45706  0.00
H 1.27981 3.40110 -2.58694  0.00
H -0.15308 1.51706 3.12573  0.00
C 0.60133 3.99977 -3.19490  0.03
H 0.48325 -0.97881 2.91420  0.00
C -1.18158 1.18563 3.27795  0.01
H -4.10711 3.77666 1.86846  0.00
O -1.12190 0.08945 1.12276  0.08
H -2.02051 4.88016 2.41253  0.00
C 0.45375 5.56455 -1.25616  0.00
C -2.61197 4.32913 0.43485  0.07
H -1.67114 -1.90638 -0.66814  0.00
H -3.69891 6.10320 0.91832  0.01
H -4.49820 0.88765 -2.72656  0.00
O 1.75145 -0.07679 -0.96672  0.01
C -2.52411 2.28751 -4.03156  0.02
H -0.35710 -2.45740 -2.60320  0.00
O 0.29436 2.18193 0.03190  0.02
C -4.31387 3.62146 -2.86949  -0.01
H -3.11057 -1.39973 2.01750  0.00
C -0.43285 -4.27128 -1.43685  0.00
C -3.19876 2.59428 -2.70049  0.10
C -3.72473 1.30485 -2.07457  0.11

---

No. 3
Formula: C27H27F2N5O2
Source: the Open Molecules 2025 dataset
Level of theory: ωB97M-V/def2-TZVPD

The LUMO energy is 0.0198 Ha. The calculation puts the total energy at -45418.165 eV. As for the frontier orbital gap: 8.42 eV. The value obtained for the highest occupied orbital energy is -7.9 eV. Its structure (SMILES) is O=C(c1cccc(C(=O)N2CCN(c3ccccc3F)CC2)n1)N1CCN(c2ccccc2F)CC1.

Last column: Löwdin charge in e.
CARTESIAN COORDINATES (ANGSTROEM)
C -0.18324 3.46192 0.65019  0.02
C 3.67620 -1.65698 2.68483  -0.09
C 4.38230 2.07338 -0.15666  -0.11
C -5.15977 -0.75778 0.21863  -0.02
N -1.29932 -0.89726 -1.54826  -0.03
C -1.53898 3.44289 0.37460  -0.03
F 2.44230 -2.61851 -1.10160  0.04
O -2.51586 0.65558 -2.64001  0.08
H -0.32784 -0.55088 0.26524  0.10
N 2.98074 2.16043 -0.51816  -0.03
C -1.72585 -2.23666 0.42584  -0.11
C 2.08643 2.50740 0.43300  -0.39
H 0.17708 -2.00533 -0.61204  0.10
C 2.83341 -2.24990 0.15296  -0.22
C -2.01648 -1.95382 -2.23064  -0.10
C -4.09618 1.07661 1.96794  -0.03
H -2.19409 4.20309 0.77403  0.11
H -2.30723 -1.59735 -3.21857  0.12
C -5.95163 0.24583 0.73471  -0.09
C -3.27176 -2.30823 -1.39347  -0.12
C -3.79527 -0.87532 0.52800  -0.16
H 1.92873 -0.37262 -1.44412  0.10
H 1.69950 1.82825 -2.13723  0.11
H 4.93852 2.90065 -0.61300  0.13
H -5.61095 -1.48994 -0.43197  0.11
H -1.34366 -2.80762 -2.33345  0.13
H 2.66038 -3.44654 3.29370  0.10
C 2.91666 -2.79388 2.47471  -0.10
C -2.04089 2.43003 -0.42436  0.01
H -1.62980 -2.10026 1.50080  0.12
F -2.00469 0.07680 1.83426  0.04
H 4.56697 0.07613 1.84998  0.10
N 3.89573 -0.27661 -0.74969  -0.09
H -3.08577 2.37013 -0.68521  0.12
C -3.30852 0.07636 1.43370  -0.21
H -4.12445 -1.76707 -1.79829  0.11
H -3.63680 1.77341 2.65191  0.12
H 5.35978 0.83394 -1.65209  0.12
C -1.16191 1.45383 -0.88608  -0.18
H 5.72555 0.35823 0.00764  0.12
H 4.01732 -1.41313 3.67948  0.10
H 3.42172 2.02955 -2.52249  0.13
H 0.26523 4.21820 1.27441  0.12
C -0.67836 -1.38407 -0.33862  -0.11
H -1.57116 -3.29886 0.20900  0.12
C 2.49524 -3.09083 1.19013  -0.02
H -6.04164 1.96559 2.02015  0.10
C 2.88403 0.06002 -1.73680  -0.12
C -5.42710 1.17886 1.61320  -0.10
H -6.99323 0.29166 0.45516  0.10
O 2.44183 2.90200 1.53306  0.06
C 4.93372 0.71794 -0.64943  -0.13
C 0.62609 2.47000 0.09952  -0.16
C -1.72017 0.37211 -1.75860  -0.40
C 3.56825 -1.07018 0.33232  -0.16
C 3.99432 -0.81164 1.63936  -0.01
H 3.16752 -0.33569 -2.71956  0.13
N -3.06656 -1.92157 -0.00873  -0.08
C 2.71053 1.59131 -1.81409  -0.12
N 0.14122 1.47705 -0.63621  0.16
H 4.44066 2.17478 0.92879  0.11
H 1.92402 -3.98095 0.97607  0.12
H -3.47281 -3.38450 -1.44786  0.12

---

Relative energy (zero: lowest compared OMol25 entry of this formula, charge and spin)? In order: 10.4, 202.7, 17.3 kJ/mol.